(1)
Entry from the OMol25 dataset: a cluster of 16 separate species, C17H66N14O16 in total in a non-equilibrium geometry (ωB97M-V with the def2-TZVPD basis set).

Each line ends with the Löwdin charge.
CARTESIAN COORDINATES (ANGSTROEM)
O 0.536 0.195 0.147  -0.147
O -4.286 0.844 3.884  -0.110
O 0.270 1.659 5.279  -0.178
O -1.906 -2.401 -1.566  -0.145
O -2.402 1.847 -2.670  -0.100
O -2.231 -3.358 2.869  -0.122
O 2.941 -0.070 1.943  -0.189
O 1.151 -3.015 -1.247  -0.150
O -0.006 4.591 -2.483  -0.072
O -1.143 -1.484 -5.211  -0.108
O 2.291 0.174 -2.267  -0.042
O -3.903 -0.339 -0.770  -0.065
O 3.819 3.852 1.033  -0.124
O 0.650 -2.249 1.603  -0.121
O 4.756 -3.620 -1.060  -0.114
O -2.210 3.618 1.213  -0.147
N 0.766 -0.209 3.953  0.193
N 2.072 3.581 -2.235  0.108
N 2.225 2.457 0.242  0.174
N 0.443 2.300 -2.729  0.177
N 2.270 -3.863 1.483  0.174
N 3.351 -2.041 -0.063  0.112
N 0.443 -4.341 2.647  0.165
N -4.208 -0.262 1.474  0.177
N -4.102 1.571 0.410  0.180
N -4.178 3.212 -1.896  0.151
N 2.343 2.555 2.398  0.149
N -0.014 1.497 2.889  0.147
N 5.440 -1.503 -0.392  0.122
N -4.586 1.651 -3.403  0.175
C -0.859 -0.758 -4.060  -0.206
C 0.229 0.941 4.027  -0.606
C -3.232 1.775 3.533  -0.118
C -1.357 3.811 0.079  -0.119
C 1.106 -3.485 1.922  -0.616
C 0.809 3.547 -2.513  -0.673
C 2.753 -0.352 -4.531  -0.055
C -4.071 0.312 0.354  -0.756
C 2.827 2.950 1.267  -0.660
C 1.283 -3.727 -2.376  -0.178
C 4.117 -0.210 2.787  -0.102
C 3.169 -0.524 -3.083  -0.321
C -2.012 -2.032 3.134  -0.191
C 4.494 -2.431 -0.466  -0.691
C -1.993 -3.576 -0.723  -0.109
C -0.888 0.454 -0.020  -0.079
C -3.710 2.213 -2.684  -0.606
H 2.775 -3.135 1.002  0.021
H -1.807 -0.994 -5.736  0.091
H -1.512 -0.291 0.317  0.043
H 1.114 -0.576 4.879  0.168
H 1.607 -3.048 -3.202  0.078
H 2.412 4.500 -1.821  0.171
H 0.559 -0.752 0.260  0.032
H -2.727 -3.756 3.599  0.114
H -1.409 -2.008 4.024  0.076
H -2.965 -3.985 -1.098  0.097
H 2.748 -4.826 1.497  0.174
H 2.192 -4.439 -2.304  0.118
H 4.670 -1.114 2.639  0.066
H -3.641 2.718 3.079  0.091
H 3.180 -1.151 -5.151  0.086
H 4.813 0.602 2.590  0.089
H 3.128 -1.204 0.471  0.080
H 0.794 -5.322 2.744  0.137
H -1.652 2.973 -0.633  0.064
H 2.471 -2.405 -0.609  0.111
H -0.572 2.341 2.916  0.128
H -4.291 -1.259 1.390  0.114
H -2.667 -1.855 -1.388  0.026
H -1.825 -0.725 -3.563  0.063
H -0.379 3.605 0.481  0.067
H 2.191 2.890 -0.683  0.040
H 5.170 -0.559 -0.032  0.117
H -2.587 1.304 2.778  0.053
H 1.005 -0.727 3.110  0.083
H 0.217 -2.743 -1.253  0.068
H -1.203 1.256 0.618  0.044
H -0.600 2.224 -2.629  0.068
H 1.456 2.021 2.549  0.047
H -3.554 3.750 -1.315  0.104
H -1.451 4.830 -0.386  0.108
H 1.628 -0.370 -4.576  0.068
H -1.444 -1.474 2.388  0.061
H 3.251 -1.551 -2.816  0.083
H -4.140 2.049 -0.490  0.049
H -3.670 2.247 1.171  0.125
H -2.643 4.398 1.356  0.036
H -0.594 -4.136 2.791  0.102
H -2.527 2.033 4.333  0.090
H 2.794 2.709 3.309  0.153
H -0.165 -1.250 -3.377  0.060
H -5.494 2.036 -3.765  0.155
H -0.396 0.257 -4.161  0.073
H 2.746 3.004 -2.770  0.148
H 0.303 -4.230 -2.665  0.112
H 3.147 0.627 -4.813  0.075
H 2.491 -0.129 -1.479  -0.027
H 6.356 -1.707 -1.105  0.221
H -2.932 -1.449 3.337  0.072
H 3.846 -0.274 3.834  0.076
H -4.286 0.815 -3.976  0.162
H -2.223 -3.261 0.267  0.048
H 0.977 1.413 -2.604  0.085
H -5.164 3.342 -2.010  0.117
H 2.695 0.845 2.179  0.006
H -1.263 -4.370 -0.745  0.078
H 4.203 -0.110 -3.043  0.124
H -1.088 0.646 -1.075  0.078
H -4.807 1.237 4.553  0.085
H 0.115 0.987 2.020  0.089
H -4.224 0.150 2.493  0.087
H 1.590 1.618 0.183  0.086

Properties
E_LUMO in eV: 0.022
Strongest force on any atom in eV Å⁻¹: 9.6
2S+1: 1
Energy above the lowest of the compared OMol25 structures with the same formula, charge and spin in eV: 2.131

---

(2)
Entry from the OMol25 dataset: a cluster of 5 separate species, C20H43N2O4 in total in a non-equilibrium geometry (ωB97M-V with the def2-TZVPD basis set).

Each line ends with the natural charge from an NBO analysis.
CARTESIAN COORDINATES (ANGSTROEM)
O 4.194 0.821 -5.378  -0.546
O 2.064 0.189 2.719  -0.550
O -4.082 -5.017 1.713  -0.536
O -1.389 -1.064 -0.564  -0.537
N 1.902 3.447 -0.148  -0.721
N 2.169 2.962 -1.420  -0.750
C 0.961 4.664 -0.255  -0.249
C -0.602 -1.992 1.467  -0.427
C -0.366 -0.915 0.431  -0.069
C -6.231 -4.965 2.705  -0.431
C 3.718 1.966 -6.100  -0.068
C -1.419 3.717 0.793  -0.642
C 3.099 0.260 -4.641  -0.065
C 4.359 -0.148 3.194  -0.432
C -5.302 -5.729 3.612  -0.432
C -0.582 4.185 -0.536  -0.233
C 2.207 1.937 -6.021  -0.429
C -4.161 -6.072 2.680  -0.067
C 1.973 1.270 -4.690  -0.449
C -1.332 5.445 -1.309  -0.651
C 2.822 1.190 2.025  -0.077
C -1.219 -3.093 0.643  -0.440
C -2.055 -2.316 -0.349  -0.063
C -5.262 -4.208 1.823  -0.070
C 4.174 1.264 2.702  -0.431
C 2.949 -0.534 3.585  -0.065
H 0.986 0.812 -4.596  0.218
H -6.925 -4.309 3.236  0.218
H -3.050 -2.099 0.055  0.155
H 3.419 0.037 -3.619  0.187
H 4.126 1.951 3.556  0.191
H -2.484 5.183 -1.342  0.187
H 4.084 1.929 -7.130  0.169
H 5.070 -0.236 4.019  0.201
H -6.818 -5.666 2.099  0.198
H -2.297 2.996 0.425  0.189
H 4.125 2.860 -5.616  0.167
H -3.205 -6.165 3.204  0.185
H -0.432 -3.647 0.116  0.191
H 2.842 3.559 -1.949  0.271
H -5.760 -6.610 4.069  0.214
H -4.972 -3.255 2.277  0.171
H -1.805 -3.805 1.229  0.226
H -4.356 -7.006 2.141  0.162
H -0.553 3.259 -1.288  0.210
H 2.092 2.001 -3.882  0.240
H -2.172 -2.840 -1.302  0.173
H 2.431 1.952 -1.424  0.328
H -1.323 -1.641 2.214  0.194
H -5.667 -4.011 0.826  0.187
H -1.104 6.413 -0.691  0.197
H 2.766 -1.608 3.487  0.167
H 1.802 1.312 -6.825  0.187
H 0.602 -1.044 -0.064  0.165
H -4.945 -5.073 4.415  0.203
H -0.410 0.092 0.855  0.209
H -0.742 3.058 1.489  0.228
H 1.090 5.335 0.720  0.167
H 4.706 -0.785 2.371  0.194
H -1.929 4.617 1.386  0.183
H 1.757 2.930 -6.100  0.218
H 1.286 5.344 -1.181  0.116
H 2.286 2.143 2.053  0.242
H 2.918 0.873 0.981  0.169
H 2.728 -0.235 4.615  0.154
H 0.311 -2.291 1.987  0.218
H 2.813 -0.677 -5.130  0.150
H 4.968 1.605 2.033  0.220
H -0.849 5.479 -2.397  0.209

Properties
E_LUMO in eV: 2.258
Strongest force on any atom in eV Å⁻¹: 3.6
2S+1: 1
Charge: -1
Energy above the lowest of the compared OMol25 structures with the same formula, charge and spin in eV: 2.248

---

(3)
Entry from the OMol25 dataset: a cluster of 5 separate species, C28H43ClO9P2 in total in a non-equilibrium geometry (ωB97M-V with the def2-TZVPD basis set).

Each line ends with the Löwdin charge.
CARTESIAN COORDINATES (ANGSTROEM)
Cl 3.432 -6.629 1.499  0.074
P 1.449 -6.003 1.189  0.334
P 1.331 -3.797 1.321  0.741
O -4.594 0.804 3.395  0.119
O 1.071 -6.467 -0.407  -0.464
O -0.630 -4.699 -3.890  0.114
O -1.800 -6.446 -4.714  0.031
O 2.277 3.978 -1.500  0.019
O -3.117 1.839 2.037  -0.008
O 2.094 5.880 1.924  0.010
O 2.446 3.657 1.727  0.134
O 0.549 4.548 -2.834  0.107
C 3.025 -0.294 -1.436  -0.082
C 1.628 4.794 -2.367  -0.488
C 1.835 4.571 2.200  -0.472
C -1.150 -1.570 3.872  -0.246
C 0.715 4.463 3.206  -0.070
C -1.295 -0.051 3.434  -0.119
C 0.284 -2.115 3.448  -0.257
C -0.795 -5.882 -3.992  -0.475
C 0.543 -3.239 -0.291  -0.356
C 1.165 -1.953 -0.909  -0.221
C -1.776 -7.870 -4.537  -0.161
C 2.432 6.049 -2.608  -0.080
C -5.382 2.441 1.801  -0.077
C -4.615 2.891 0.570  -0.158
C 3.484 4.617 -1.053  -0.159
C 2.546 -1.512 -0.766  -0.064
C 0.028 -6.953 -3.321  -0.091
C 0.083 5.843 3.130  -0.160
C -3.183 2.893 1.064  -0.154
C 0.771 0.103 -2.422  -0.043
C 0.116 -3.516 2.726  -0.446
C -4.365 1.581 2.512  -0.479
C -1.215 -1.475 -2.013  -0.072
C 1.257 6.716 2.736  -0.157
C 2.162 0.530 -2.289  -0.075
C 3.810 5.644 -2.118  -0.158
C 0.282 -1.112 -1.754  -0.190
C -0.362 -8.195 -4.102  -0.157
H 1.141 4.264 4.191  0.136
H -1.988 -2.126 3.363  0.099
H 1.093 -6.741 -3.408  0.127
H -0.266 -7.022 -2.272  0.113
H -4.732 2.151 -0.226  0.122
H -0.919 -3.633 2.281  0.071
H -0.290 -9.118 -3.526  0.119
H 4.408 6.476 -1.745  0.117
H -6.266 1.864 1.537  0.128
H 2.440 6.312 -3.664  0.125
H -1.798 -0.582 -2.368  0.074
H -1.620 -0.055 2.359  0.073
H -1.266 -1.738 4.975  0.102
H 0.012 3.681 2.927  0.123
H 0.522 -4.049 -1.065  0.071
H -2.132 0.383 4.044  0.062
H 1.719 -6.026 -0.997  0.034
H 0.085 0.732 -3.044  0.106
H -0.672 5.858 2.339  0.115
H 0.945 7.588 2.161  0.126
H 0.283 -8.295 -4.979  0.120
H -1.278 -2.230 -2.850  0.081
H 2.010 6.861 -2.013  0.131
H -0.539 -3.010 -0.059  0.069
H 3.295 5.073 -0.081  0.097
H 4.365 5.170 -2.932  0.119
H -5.649 3.281 2.445  0.133
H -1.753 -1.874 -1.118  0.063
H -2.912 3.834 1.551  0.121
H 0.805 -1.425 2.726  0.091
H 4.274 3.875 -0.946  0.132
H 4.092 0.011 -1.332  0.089
H -4.937 3.857 0.180  0.118
H 2.502 1.438 -2.832  0.090
H -0.322 0.483 3.576  0.073
H -2.517 -8.139 -3.779  0.128
H 0.945 -2.280 4.343  0.108
H 3.262 -2.099 -0.143  0.079
H -2.039 -8.359 -5.475  0.125
H 0.198 -4.363 3.471  0.074
H -2.473 2.694 0.261  0.131
H 1.835 7.052 3.601  0.128
H -0.396 6.159 4.057  0.118

Properties
E_LUMO in eV: 0.436
Strongest force on any atom in eV Å⁻¹: 3.0
SMILES string: CCCCP(Cc1ccccc1C)#P(O)Cl.O=C1CCCO1.O=C1CCCO1.O=C1CCCO1.O=C1CCCO1
2S+1: 1

---

What is the E_LUMO in the second record?
2.258 eV

---

Number 2 is which compound?
C20H43N2O4

---

Which formula does entry 1 have?
C17H66N14O16

---

Which formula does entry 2 have?
C20H43N2O4